1 | Computed, not measured: 2 unconnected molecules or ions with the total composition C2H4O3Si, with wB97M-V/def2-TZVPD.

Total charge: 0
HOMO energy (eV): -9.38
Lowest unoccupied orbital energy (eV): -0.80
Kohn-Sham gap (eV): 8.572

Atoms and positions in Å:
C: -1.18001 1.82452 -0.25869
C: 1.84505 -1.00024 0.16851
O: -0.75733 2.69035 -0.93845
O: -1.72531 -0.81001 0.86370
O: -1.75206 -1.14965 -0.59458
Si: -0.62314 -0.01646 -0.08220
H: -2.02577 1.92015 0.36099
H: 2.26286 -0.78574 1.16469
H: 1.58995 -2.03167 -0.00006
H: 2.36576 -0.64124 -0.68392

---

2 | Computed, not measured: 2 unconnected molecules or ions with the total composition C2H4O3Si, with wB97M-V/def2-TZVPD.

Total charge: 0
HOMO energy (alpha / beta) (eV): -9.08 / -9.08
Lowest unoccupied orbital energy (alpha / beta) (eV): -0.85 / -0.85
Kohn-Sham gap (alpha / beta) (eV): 8.231 / 8.232

Atoms and positions in Å:
C: -2.16814 1.72422 -0.44208
C: 0.95554 -1.00074 0.22658
O: -1.53288 2.68128 -0.69964
O: -2.49539 -0.84827 1.05021
O: -2.75870 -1.15191 -0.31324
Si: -1.59801 -0.03990 0.05964
H: -3.37367 1.74571 -0.29502
H: 0.78083 -2.04111 0.02150
H: 1.70015 -0.63479 -0.45295
H: 0.95600 -0.55826 1.19573

---

The data favor 1; the next most stable structure lies 0.0240 hartree above it.

---

1 | Computed, not measured: 2 unconnected molecules or ions with the total composition C6H11P, with wB97M-V/def2-TZVPD.

Total charge: 0
HOMO energy (alpha / beta) (eV): -8.40 / -8.70
Lowest unoccupied orbital energy (alpha / beta) (eV): -0.43 / -0.56
Kohn-Sham gap (alpha / beta) (eV): 7.965 / 8.136

Atoms and positions in Å:
C: 2.25187 -0.59217 -0.47105
C: 0.77806 -0.32199 -0.75112
C: 1.10928 -0.34966 0.63468
C: 1.37240 0.47562 1.86716
C: -1.85890 0.58449 0.11557
C: -1.65555 -0.92318 0.29170
P: -0.03466 -1.75539 -0.08191
H: 2.69779 -1.55063 -0.60375
H: 2.75461 0.30877 -0.74842
H: 0.10822 1.38610 -1.69858
H: 1.93776 -0.19519 2.58632
H: 0.46072 0.96997 2.28104
H: 2.15155 1.22546 1.63480
H: -1.10831 1.10265 -0.55684
H: -2.70762 0.89473 -0.53481
H: -1.98673 1.05019 1.10333
H: -2.27876 -1.36572 -0.45209
H: -2.18041 -1.30049 1.27331

---

2 | Computed, not measured: a molecular structure, C6H11P, with wB97M-V/def2-TZVPD.

Total charge: 0
HOMO energy (eV): -8.74
Lowest unoccupied orbital energy (eV): 0.39
Kohn-Sham gap (eV): 9.126

Atoms and positions in Å:
C: 0.50261 1.85613 -0.26348
C: 0.78598 0.66478 0.08318
C: -0.12151 -1.61475 0.22960
C: -0.31055 -0.31161 0.06333
C: 2.13557 0.18495 0.68908
C: -2.82373 0.01363 1.00796
P: -1.95811 0.30979 -0.41665
H: 1.15502 2.71313 -0.05881
H: -0.48190 2.06397 -0.76760
H: -0.89455 -2.29159 -0.12002
H: 0.70037 -2.11453 0.77996
H: 0.06534 -0.83742 -2.90509
H: 2.54991 -0.67166 0.12392
H: 2.84899 0.94554 0.61629
H: 2.00296 0.09862 1.76766
H: -0.13254 -0.88381 -3.67361
H: -3.81607 0.42636 1.05256
H: -2.20779 -0.55154 1.79172

---

The data favor 2; the next most stable structure lies 0.1134 hartree above it.

---

1 | Computed, not measured: a molecular structure, C26H17BF5N5O3RhSe, with wB97M-V/def2-TZVPD.

Total charge: +1
HOMO energy (eV): -11.65
Lowest unoccupied orbital energy (eV): -4.01
Kohn-Sham gap (eV): 7.640

Atoms and positions in Å:
Rh: 0.98665 -0.11503 1.85805
Se: 3.21126 7.02589 2.71243
N: 3.88799 5.48250 3.27549
C: 3.11005 4.53239 2.82601
C: 3.33602 3.11470 3.08754
C: 4.39700 2.58392 3.82619
C: 4.49012 1.21884 3.98591
C: 3.52695 0.37988 3.42626
N: 2.51388 0.87806 2.73512
C: 2.41905 2.21922 2.55473
C: 1.28892 2.65352 1.75165
N: 0.49226 1.66665 1.28598
C: -0.59166 1.97137 0.57702
C: -0.90322 3.29519 0.28346
C: -0.08798 4.31472 0.73109
C: 1.03795 3.99337 1.49055
C: 1.97849 4.96236 2.04038
N: 1.85444 6.25274 1.86514
H: 5.12835 3.25286 4.25878
H: 5.30106 0.77995 4.54732
H: 3.55699 -0.69541 3.54381
H: -1.20608 1.14647 0.25296
H: -1.79126 3.50325 -0.29387
H: -0.30450 5.35178 0.51394
C: -0.15783 -2.04283 -5.18593
C: -1.14923 -2.70907 -4.24565
C: -2.58011 -2.54573 -4.72945
C: -3.53829 -3.27153 -3.80337
C: -3.35993 -2.79442 -2.39246
C: -4.39485 -2.84295 -1.48893
C: -4.21371 -2.40867 -0.17676
F: -5.25825 -2.46914 0.65025
C: -3.01727 -1.93098 0.27345
C: -1.94864 -1.86201 -0.63376
C: -0.66555 -1.36243 -0.18048
O: -0.57050 -1.05721 1.05574
C: 0.36153 -1.25478 -1.12583
C: 0.10987 -1.68238 -2.41854
N: -1.03940 -2.17942 -2.84787
C: -2.11750 -2.28199 -1.96269
C: 1.76943 -0.77448 -0.88968
O: 2.54812 -0.75227 -1.81500
O: 2.14320 -0.41401 0.31393
H: -0.40643 -2.34348 -6.20233
H: 0.87289 -2.34158 -5.00836
H: -0.22686 -0.95596 -5.12974
H: -0.92365 -3.77825 -4.18172
H: -2.64489 -2.95190 -5.73821
H: -2.82529 -1.48124 -4.78577
H: -3.33820 -4.34653 -3.84678
H: -4.57362 -3.13044 -4.11181
H: -5.36443 -3.22093 -1.78598
H: -2.88460 -1.61862 1.29900
H: 0.92488 -1.61132 -3.12215
F: -0.09356 0.21295 3.56476
B: 0.15108 -1.13770 4.29783
F: -1.04835 -1.68699 4.60350
F: 0.84160 -1.88288 3.27459
F: 0.98564 -0.85798 5.34026

---

2 | Computed, not measured: a molecular structure, C26H17BF5N5O3RhSe, with wB97M-V/def2-TZVPD.

Total charge: +1
HOMO energy (eV): -11.63
Lowest unoccupied orbital energy (eV): -3.93
Kohn-Sham gap (eV): 7.705

Atoms and positions in Å:
Rh: -0.76328 0.87555 1.75732
Se: 4.63926 -1.08723 6.63408
N: 2.89246 -0.81356 6.80863
C: 2.43080 -0.50440 5.62654
C: 1.02986 -0.20360 5.36814
C: 0.02111 -0.21891 6.33758
C: -1.26886 0.07642 5.96420
C: -1.54677 0.39754 4.63699
N: -0.59144 0.42564 3.72330
C: 0.67481 0.11907 4.06756
C: 1.64875 0.12899 2.98640
N: 1.17045 0.43580 1.76235
C: 1.99651 0.51499 0.72444
C: 3.35327 0.26201 0.87043
C: 3.86112 -0.07584 2.10814
C: 2.99550 -0.14203 3.19965
C: 3.39867 -0.47013 4.55928
N: 4.63149 -0.75015 4.88934
H: 0.26794 -0.46510 7.36169
H: -2.07486 0.07190 6.68336
H: -2.54219 0.65656 4.30280
H: 1.55951 0.79492 -0.22275
H: 3.99437 0.33765 0.00403
H: 4.91377 -0.28110 2.24901
C: -0.90644 -3.53551 -4.13765
C: -1.29526 -2.10885 -4.48670
C: -0.51606 -1.59786 -5.68732
C: -0.97407 -0.20021 -6.05822
C: -0.86461 0.71653 -4.87472
C: -0.68890 2.07042 -5.03922
C: -0.59814 2.91434 -3.93483
F: -0.42950 4.22146 -4.15536
C: -0.67429 2.44686 -2.65522
C: -0.83911 1.06742 -2.46262
C: -0.91833 0.54853 -1.11049
O: -0.84955 1.39994 -0.15907
C: -1.05830 -0.83887 -0.95330
C: -1.14419 -1.61964 -2.09349
N: -1.09197 -1.16736 -3.33626
C: -0.93424 0.20267 -3.56365
C: -1.19544 -1.61688 0.33372
O: -1.31583 -2.82172 0.27194
O: -1.21106 -0.99516 1.48699
H: -0.92290 -4.12169 -5.05534
H: -1.59395 -4.01334 -3.44232
H: 0.10370 -3.58132 -3.72713
H: -2.36384 -2.06755 -4.71770
H: -0.67936 -2.28639 -6.51560
H: 0.55331 -1.61304 -5.45676
H: -2.01619 -0.23729 -6.39064
H: -0.39478 0.20123 -6.88922
H: -0.62092 2.49975 -6.03088
H: -0.62128 3.11575 -1.80874
H: -1.27591 -2.67991 -1.94479
F: -0.46854 2.86511 2.22482
B: -1.92809 3.20499 2.49085
F: -2.18903 4.28536 1.74776
F: -2.55471 1.98869 1.91502
F: -2.21445 3.26854 3.81361

---

The data favor 2; the next most stable structure lies 0.0067 hartree above it.

---

1 | Computed, not measured: 2 unconnected molecules or ions with the total composition C3H7OP, with wB97M-V/def2-TZVPD.

Total charge: 0
HOMO energy (eV): -9.66
Lowest unoccupied orbital energy (eV): 0.55
Kohn-Sham gap (eV): 10.209

Atoms and positions in Å:
C: 2.08795 0.69660 -0.18363
C: 0.96922 0.44899 0.43221
C: -1.43294 -1.03180 -0.56216
O: -1.13206 1.61028 -0.63417
P: -0.78072 0.44479 0.17889
H: 3.07189 0.42442 0.14755
H: 1.98252 0.86790 -1.26727
H: 1.08742 0.34549 2.01499
H: -0.88190 -1.79470 0.15791
H: -2.48552 -1.08869 -0.18364
H: -1.26356 -1.22167 -1.61448
H: -1.22231 0.29839 1.51380

---

2 | Computed, not measured: 2 unconnected molecules or ions with the total composition C3H7OP, with wB97M-V/def2-TZVPD.

Total charge: 0
HOMO energy (eV): -7.92
Lowest unoccupied orbital energy (eV): 0.19
Kohn-Sham gap (eV): 8.112

Atoms and positions in Å:
C: -1.56663 -0.41121 0.39976
C: 1.22773 0.69501 0.00704
C: -0.12894 1.18447 -0.18631
O: -2.61427 0.05588 0.71232
P: -1.01031 -2.12642 0.43774
H: 1.77320 0.75679 0.94144
H: 2.06714 1.26405 -0.59097
H: 1.45197 -0.28136 -0.38613
H: -0.42078 1.18919 -1.25149
H: -0.41780 2.13174 0.37483
H: -0.70793 -2.58847 -0.96108
H: 0.34661 -1.86965 0.50285

---

The data favor 1; the next most stable structure lies 0.0343 hartree above it.